# 1
The following is a quantum chemistry calculation of C24H23NO4S in the gas phase, from OMol25.

Structure (XYZ):
```
53
Properties=species:S:1:pos:R:3:mulliken_charge:R:1
C -3.5463 -4.8363 -3.3050 -0.932
O -2.2259 -4.6967 -3.7630 -0.471
C -1.4911 -3.6125 -3.3457 1.371
C -1.9947 -2.6497 -2.4797 -0.493
C -1.2439 -1.5529 -2.0903 -0.133
C 0.0547 -1.4092 -2.5568 0.136
C 0.5724 -2.3709 -3.4052 -0.592
C -0.1702 -3.4748 -3.8138 0.234
O 0.5057 -4.3086 -4.6533 -0.473
C -0.0513 -5.5242 -5.0985 -0.767
C 0.8395 -0.1796 -2.2047 -0.554
C 0.5426 0.9270 -3.2285 -1.308
N 0.5567 0.2876 -0.8464 0.188
C 1.4502 1.1499 -0.3097 0.589
O 2.4033 1.5802 -0.9396 -0.637
C 1.2430 1.5752 1.0947 0.012
C 1.0762 0.8326 2.2337 -0.958
C 1.0832 1.6201 3.3975 0.209
C 1.2613 2.9559 3.1380 0.468
S 1.4419 3.2603 1.4478 -0.394
C 1.2339 3.9309 4.1973 1.324
C 1.5434 5.2761 4.0301 -0.619
C 1.4402 6.1555 5.0903 -0.744
C 1.0143 5.6963 6.3270 -0.405
C 0.7067 4.3600 6.5130 -0.571
C 0.8243 3.4637 5.4593 -0.159
O 0.4697 2.1678 5.6895 -0.529
C 0.9652 1.1623 4.8179 -0.499
C -0.6081 -0.2080 -0.1481 -0.673
C -1.7422 -0.5229 -1.1232 -1.309
H -3.5888 -4.9468 -2.2164 0.336
H -4.1731 -3.9925 -3.6118 0.343
H -3.9187 -5.7474 -3.7716 0.256
H -2.9994 -2.7414 -2.0985 0.457
H 1.5800 -2.2883 -3.7814 0.493
H -0.3050 -6.1826 -4.2651 0.282
H 0.7301 -5.9875 -5.7012 0.288
H -0.9382 -5.3635 -5.7146 0.253
H 1.9150 -0.3908 -2.2495 0.589
H 0.8028 0.5760 -4.2232 0.359
H 1.1393 1.8041 -2.9952 0.412
H -0.5106 1.1949 -3.2170 0.320
H 0.9793 -0.2381 2.2407 0.520
H 1.8606 5.6155 3.0550 0.399
H 1.6850 7.1975 4.9531 0.392
H 0.9247 6.3816 7.1563 0.373
H 0.3727 3.9910 7.4699 0.426
H 1.9531 0.8286 5.1830 0.218
H 0.2676 0.3241 4.9088 0.402
H -0.3563 -1.1314 0.3927 0.195
H -0.9300 0.5423 0.5784 0.626
H -2.0378 0.3890 -1.6478 0.327
H -2.6072 -0.8894 -0.5691 0.424
```

## Properties
Net charge ... 0
E_LUMO ... 0.265 eV
HOMO ... -7.9 eV
SMILES string ... COc1cc2c(cc1OC)[C@@H](C)N(C(=O)c1cc3c(s1)-c1ccccc1OC3)CC2
Molecular weight ... 421.52 g/mol
Kohn-Sham gap ... 8.13 eV

---

# 2
The following is a quantum chemistry calculation of C4H7N3O2 in the gas phase at a distorted geometry, from OMol25.

Structure (XYZ):
```
16
Properties=species:S:1:pos:R:3:mulliken_charge:R:1
C -1.4158 0.9183 0.5488 -0.075
C 0.6836 0.7537 -1.8630 0.431
C -1.2388 -0.6009 0.5390 -0.642
C 0.6244 0.9639 -0.3684 0.238
N -0.4623 1.6188 0.1355 -0.461
N 0.1277 -0.9362 0.2737 -0.137
N 0.8142 -1.2714 1.4161 -0.684
O 0.3679 1.5818 -2.6660 -0.527
O 1.1324 -0.4578 -2.2002 -0.539
H -2.3351 1.3640 0.8926 0.424
H -1.5948 -1.0143 1.4887 0.383
H -1.8562 -0.9815 -0.2821 0.284
H 1.5801 1.2058 0.0851 0.315
H 1.7883 -1.4614 1.2123 0.232
H 1.0769 -1.0468 -1.4175 0.535
H 0.7078 -0.6361 2.2055 0.224
```

## Properties
Net charge ... 0
E_LUMO (alpha / beta) ... 0.636 / 0.636 eV
HOMO (alpha / beta) ... -8.4 / -8.4 eV
Molecular weight ... 129.12 g/mol
Kohn-Sham gap (alpha / beta) ... 8.99 / 8.99 eV

---

# 3
The following is a quantum chemistry calculation of a molecular structure, C43H43CsN12O2 at a distorted geometry, from OMol25.

Structure (XYZ):
```
101
Properties=species:S:1:pos:R:3:mulliken_charge:R:1
Cs 1.1902 0.1634 -1.3324 1.212
O 2.0300 -1.7886 -2.7120 -0.781
C 3.1334 -1.9278 -2.0972 -0.389
N 4.1587 -1.1398 -1.9910 -0.518
C 4.2321 0.0624 -2.7392 0.812
C 4.5700 0.0010 -4.0905 -0.179
C 4.7955 1.1413 -4.8477 -0.624
C 4.6974 2.3885 -4.2437 -0.678
C 4.3628 2.4804 -2.9025 -0.455
C 4.1115 1.3413 -2.1258 -0.138
N 3.6033 1.4136 -0.8336 0.019
C 3.9655 2.3219 0.0480 -0.423
O 4.9156 3.1296 0.0660 -0.793
C 3.0182 2.3135 1.2400 0.220
C 3.3303 1.6292 2.4133 -0.467
C 2.4084 1.5958 3.4423 -0.230
C 1.2038 2.2661 3.2781 -0.528
C 0.9895 2.9399 2.0871 -0.374
N 1.8674 2.9729 1.0866 -0.127
C 3.2191 -3.2379 -1.3462 0.121
C 3.6624 -4.3900 -2.0023 -0.603
C 3.6218 -5.6002 -1.3441 -0.368
C 3.1167 -5.6380 -0.0476 -0.961
C 2.7001 -4.4485 0.5183 -0.117
N 2.7630 -3.2663 -0.0971 0.365
H 4.6601 -0.9834 -4.5370 0.370
H 5.0476 1.0560 -5.8989 0.342
H 4.8768 3.2913 -4.8181 0.331
H 4.2835 3.4413 -2.4099 0.425
H 4.2884 1.1308 2.4830 0.621
H 2.6153 1.0386 4.3493 0.288
H 0.4373 2.2658 4.0425 0.447
H 0.0564 3.4722 1.9217 0.403
H 4.0193 -4.3018 -3.0201 0.477
H 3.9629 -6.5061 -1.8321 0.383
H 3.0387 -6.5610 0.5121 0.391
H 2.2821 -4.4381 1.5225 0.337
C -5.6809 4.1622 -5.1280 -1.508
C -5.0219 3.4396 -3.9853 0.789
C -5.7221 2.5734 -3.1537 -1.183
C -5.1176 1.8712 -2.1263 -0.694
C -3.7267 1.9696 -1.8491 0.550
N -3.0363 1.2401 -0.9520 -0.530
C -3.7146 0.5681 0.0345 0.185
C -4.6675 1.1980 0.8630 -0.144
C -5.2818 0.5650 1.9249 -0.969
C -4.9921 -0.7610 2.2317 0.856
C -5.6736 -1.4752 3.3685 -1.713
C -4.0640 -1.4134 1.4343 -0.471
C -3.4302 -0.7794 0.3709 0.136
N -2.4603 -1.5410 -0.3501 0.921
C -1.9488 -1.3416 -1.5930 -0.371
C -1.0530 -2.3565 -1.8320 -0.866
C -1.0951 -3.1366 -0.6640 -0.263
N -1.9487 -2.6544 0.2201 -1.143
C -3.0387 2.8902 -2.7037 0.175
C -3.6599 3.5809 -3.7219 -0.301
N -1.6420 3.1090 -2.5083 1.144
C -1.0418 3.6185 -1.4104 -0.335
C 0.2994 3.7477 -1.6951 -0.340
C 0.4082 3.2668 -3.0142 -0.623
N -0.7645 2.8892 -3.5047 -1.139
H -6.7665 4.1837 -5.0048 0.361
H -5.4757 3.6926 -6.0964 0.259
H -5.3413 5.1995 -5.2012 0.333
H -6.7878 2.4272 -3.3157 0.272
H -5.7185 1.1949 -1.5337 0.384
H -4.8917 2.2370 0.6516 0.504
H -5.9909 1.1190 2.5345 0.323
H -5.9742 -0.7739 4.1508 0.355
H -5.0121 -2.2153 3.8248 0.328
H -6.5750 -2.0049 3.0430 0.337
H -3.7946 -2.4413 1.6359 0.373
H -2.2451 -0.4686 -2.1479 0.470
H -0.4121 -2.4734 -2.6896 0.502
H -0.5153 -4.0126 -0.4158 0.449
H -3.0408 4.2399 -4.3223 0.397
H -1.6266 3.8223 -0.5289 0.380
H 1.0916 4.0590 -1.0365 0.420
H 1.3014 3.1465 -3.6105 0.518
C -1.2825 -1.2669 3.1712 -0.882
N -0.0172 -1.4846 3.8556 0.204
C 0.0943 -0.7184 5.0799 -1.066
C 1.0948 -1.6382 3.0302 0.688
N 0.9763 -1.5349 1.7689 -0.099
N 2.2853 -1.9060 3.7413 0.489
C 3.5249 -1.8507 2.9928 -0.898
C 2.2626 -3.0000 4.6928 -1.199
H -2.0959 -1.4543 3.8771 0.295
H -1.3745 -1.9330 2.3173 0.142
H -1.3720 -0.2373 2.8003 0.356
H -0.1463 0.3398 4.9121 0.142
H 1.0998 -0.7773 5.4886 0.409
H -0.6111 -1.1042 5.8221 0.313
H 1.8037 -1.8609 1.2704 -0.570
H 3.6990 -2.7401 2.3777 0.254
H 4.3539 -1.7581 3.6994 0.310
H 3.5326 -0.9876 2.3312 0.143
H 1.2766 -3.0959 5.1409 0.395
H 2.9979 -2.8247 5.4839 0.320
H 2.5121 -3.9578 4.2113 0.316
```

## Properties
Net charge ... -2
E_LUMO ... 3.704 eV
HOMO ... -1.7 eV
Molecular weight ... 892.80 g/mol
Kohn-Sham gap ... 5.37 eV

---

# 4
The following is a quantum chemistry calculation of a molecular structure, C26H24BClCo2O8S at a distorted geometry, from OMol25.

Structure (XYZ):
```
63
Properties=species:S:1:pos:R:3:mulliken_charge:R:1
C 1.4648 -1.7231 -5.2405 -1.048
C 0.6230 -0.5441 -4.8076 0.427
C 1.1279 0.7095 -4.5282 -0.379
C 0.1935 1.6057 -3.8932 -0.740
C -0.8827 0.9582 -3.2139 0.167
B 1.1122 -1.6638 0.5644 0.885
C -0.0537 -2.6688 0.5974 0.280
C -1.3507 -2.1977 0.8804 0.069
C -2.3439 -3.1256 1.2154 -0.832
C -2.0346 -4.4927 1.1709 0.219
Cl -3.1526 -5.6120 1.8310 -0.225
C -0.8008 -4.9570 0.6971 -0.520
C 0.2051 -4.0356 0.3937 -0.861
O 2.4202 -2.0542 0.2892 -0.615
C 3.2205 -0.8850 0.4994 1.759
C 4.4949 -1.3333 1.1814 -1.908
C 3.5930 -0.3273 -0.8736 -1.949
C 2.2620 0.1452 1.2673 1.262
C 2.3877 0.1240 2.7929 -1.827
C 2.3946 1.5862 0.8300 -1.702
O 0.9487 -0.3326 0.9551 0.039
S -1.0433 -0.5546 -4.1877 -0.229
H 1.5351 -1.7684 -6.3543 0.285
H 2.4563 -1.5236 -4.7638 0.263
H 1.1314 -2.7219 -4.8999 0.333
H 2.1537 1.0702 -4.6948 0.388
H 0.3217 2.6977 -4.0663 0.378
H -1.5351 -1.1247 0.9639 -0.090
H -3.2740 -2.7913 1.6478 0.472
H -0.5877 -6.0084 0.7072 0.426
H 1.1972 -4.3842 0.1060 0.421
H 5.1144 -0.4536 1.3556 0.383
H 4.2569 -1.8374 2.1218 0.349
H 5.0122 -2.0329 0.5171 0.448
H 4.3726 0.4336 -0.7712 0.329
H 3.9666 -1.1464 -1.4918 0.575
H 2.7432 0.1249 -1.4034 0.214
H 3.4014 0.4840 3.0536 0.404
H 1.6358 0.8182 3.2114 0.383
H 2.2050 -0.8973 3.2008 0.300
H 3.3819 1.9678 1.0724 0.419
H 2.2381 1.7051 -0.2426 0.244
H 1.6764 2.1971 1.3732 0.371
O -6.3418 3.0727 -0.4637 -0.348
C -5.4427 3.0206 0.2584 0.435
Co -4.0976 3.0433 1.3936 0.032
C -3.1643 4.3917 0.7286 0.325
O -2.6579 5.3354 0.2740 -0.358
C -5.1676 3.9361 2.4692 0.479
O -5.9105 4.5800 3.0905 -0.354
C -3.3752 1.3511 0.2344 -0.687
C -2.2404 1.3807 -0.5049 -0.702
C -1.5365 0.9276 -1.7690 0.600
Co -2.0478 1.6854 1.4457 0.372
C -0.8682 2.9907 1.5309 0.098
O -0.1166 3.8658 1.7522 -0.404
C -1.5718 0.4976 2.6714 0.538
O -1.3052 -0.1173 3.6266 -0.402
C -2.7581 2.4579 3.0518 0.316
O -2.7484 2.8095 4.1671 -0.425
H -4.1866 0.6003 0.3142 0.634
H -0.4929 0.7729 -1.3545 0.076
H -2.1587 -0.0322 -1.9801 0.210
```

## Properties
Net charge ... 0
E_LUMO ... -1.463 eV
HOMO ... -8.1 eV
Molecular weight ... 660.67 g/mol
Kohn-Sham gap ... 6.59 eV

---

# 5
The following is a quantum chemistry calculation of 2 unconnected molecules or ions with the total composition C4H10NO2, from OMol25.

Structure (XYZ):
```
17
Properties=species:S:1:pos:R:3:mulliken_charge:R:1
C 0.6837 -1.4052 -1.0832 -1.196
C -0.3538 -0.3339 -0.9936 0.744
C -0.6078 0.6066 -1.8712 -0.996
N -1.2187 -0.4411 0.2128 -0.233
H 1.1300 -1.3737 -2.0718 0.402
H 1.4426 -1.2931 -0.3112 0.309
H 0.2341 -2.3889 -0.9566 0.337
H -1.3911 1.3509 -1.7222 0.265
H -0.0348 0.6867 -2.7768 0.294
H -0.7026 -0.8503 1.0005 0.348
H -2.0251 -1.0236 -0.0194 0.385
H -1.5268 0.4701 0.5513 0.337
O 0.4641 -0.2134 2.4757 -0.489
C 0.8922 0.8875 2.3026 0.167
O 0.2923 1.7382 1.4245 -0.413
H 1.7386 1.3271 2.8491 0.390
H 0.9831 2.2561 0.9894 0.348
```

## Properties
Net charge ... +1
E_LUMO ... -3.091 eV
HOMO ... -14.8 eV
Molecular weight ... 104.13 g/mol
Kohn-Sham gap ... 11.70 eV

---

# 6
The following is a quantum chemistry calculation of a molecular structure, C37H38ClF4N3O4P2Tl at a distorted geometry, from OMol25.

Structure (XYZ):
```
90
Properties=species:S:1:pos:R:3:mulliken_charge:R:1
Tl 1.8925 1.4189 -0.4914 0.794
C 2.7538 0.6770 3.1268 -0.723
C 4.0128 0.9850 2.3068 -1.011
N 3.8965 1.9749 1.2544 0.862
C 4.9772 1.7936 0.2692 -0.730
C 6.4267 2.2211 0.6839 -1.517
C 3.6287 3.3539 1.7005 -1.192
C 2.1629 3.7699 1.9024 -0.484
N 1.4529 3.6290 0.6027 -0.523
C 0.3198 4.3075 0.4125 0.863
C -0.3595 4.1651 -0.8269 -0.217
F 0.0772 3.1559 -1.5869 -0.255
C -1.3864 4.9616 -1.2963 0.386
F -1.7596 4.7552 -2.5752 -0.336
C -1.9590 5.9426 -0.4571 -0.893
C -1.4186 5.9513 0.8312 0.560
F -1.9173 6.8866 1.6075 -0.357
C -0.4424 5.1117 1.3240 -0.028
F -0.1527 5.1740 2.6775 -0.457
H 2.7886 -0.3116 3.7031 0.399
H 1.8324 0.7024 2.5385 -0.173
H 2.4570 1.5364 3.7598 0.317
H 4.4107 0.1499 1.7963 0.548
H 4.7683 1.3413 3.0115 0.347
H 4.8220 2.5177 -0.5536 0.188
H 4.9334 0.7600 -0.0903 0.615
H 6.3494 3.2154 1.0583 0.352
H 7.1085 2.2292 -0.1518 0.426
H 6.8149 1.6471 1.5505 0.311
H 3.9779 4.0360 0.9581 0.444
H 4.0345 3.4581 2.7382 0.320
H 2.2047 4.8095 2.1936 0.512
H 1.6633 3.1591 2.6823 0.094
H -2.6162 6.7001 -0.7437 0.546
C -3.2305 -2.2395 -0.1344 -1.252
N -1.7953 -2.6044 -0.2410 0.429
P -0.7111 -2.2711 1.0624 0.016
C -1.3741 -3.3688 2.3914 0.647
C -2.4840 -3.1020 3.1871 -0.433
C -3.0712 -4.1157 3.9544 -0.785
C -2.4236 -5.3621 4.0486 -0.503
C -1.2756 -5.5746 3.3128 -0.504
C -0.7987 -4.6504 2.4343 -0.734
C -1.1160 -0.6135 1.6109 1.431
C -1.0184 -0.2816 2.9783 -0.724
C -1.1910 1.1044 3.3217 -0.678
C -1.5525 2.0081 2.3703 -0.947
C -1.5903 1.6426 1.0126 -0.552
C -1.4122 0.3468 0.6630 -0.826
P -1.0132 -3.0420 -1.6551 -0.277
C -2.2726 -4.1629 -2.3899 0.790
C -3.0810 -5.0307 -1.5701 -0.291
C -3.9326 -5.9636 -2.1891 -0.550
C -3.8933 -6.2339 -3.5642 -0.519
C -3.1124 -5.3685 -4.3733 -0.451
C -2.3994 -4.3403 -3.7764 -0.459
C -1.2601 -1.6364 -2.8167 0.673
C -0.0680 -0.9649 -3.1697 -0.568
C -0.0195 0.1205 -4.0663 -0.494
C -1.1904 0.5806 -4.6717 -0.680
C -2.3748 -0.0986 -4.2891 -0.715
C -2.4282 -1.1326 -3.4183 -0.185
H -3.7498 -2.2843 -1.0698 0.575
H -3.2498 -1.1913 0.2430 0.347
H -3.7336 -2.8803 0.5931 0.257
H -2.9581 -2.1672 3.0740 0.498
H -3.8927 -3.8236 4.5193 0.469
H -2.7758 -6.1167 4.6987 0.440
H -0.7021 -6.4465 3.5118 0.422
H 0.1300 -4.7713 1.9032 0.426
H -0.7151 -1.0485 3.7615 0.381
H -0.9141 1.4932 4.3754 0.235
H -1.7211 3.0305 2.5661 0.533
H -1.8862 2.4038 0.2729 0.472
H -1.4874 0.0281 -0.3533 0.455
H -3.1082 -4.9110 -0.4640 0.344
H -4.6715 -6.6119 -1.6792 0.301
H -4.5855 -6.9820 -3.8980 0.368
H -2.9480 -5.4809 -5.4937 0.280
H -1.7995 -3.7624 -4.5625 0.142
H 0.8494 -1.4537 -2.8410 0.330
H 0.9649 0.6054 -4.1646 0.536
H -1.2644 1.4869 -5.2005 0.455
H -3.2658 0.2162 -4.7522 0.418
H -3.3556 -1.5970 -3.2877 0.426
O 6.1764 1.7676 -3.1692 -0.672
Cl 5.0235 2.5041 -3.5468 1.679
O 3.8149 1.9801 -2.9067 -0.572
O 5.2378 3.8578 -3.0857 -0.695
O 4.9227 2.3243 -4.9825 -0.695
```

## Properties
Net charge ... -1
E_LUMO ... 2.021 eV
HOMO ... -4.8 eV
Molecular weight ... 966.50 g/mol
Kohn-Sham gap ... 6.86 eV